# 1
C6H14ClIO3PV | ωB97M-V with the def2-TZVPD basis set

XYZ file:
```
27
Properties=species:S:1:pos:R:3
C -0.747 -2.420 -0.565
C 0.462 -1.704 -0.034
H -0.418 -3.448 -0.778
H -1.236 -2.055 -1.489
H -1.490 -2.415 0.250
O 1.432 -2.274 0.373
I 0.519 1.519 1.946
V -0.743 0.495 -0.522
P 0.008 0.779 -2.587
C 1.711 1.203 -2.973
C -0.447 -0.452 -3.831
H -1.951 2.202 -2.355
H -1.096 2.406 -3.903
H -0.446 3.124 -2.409
C -0.972 2.267 -2.831
H -1.476 -0.800 -3.671
H -0.350 0.008 -4.823
H 1.747 1.443 -4.039
H 2.385 0.368 -2.748
H 0.226 -1.317 -3.745
H 2.033 2.070 -2.385
C 1.190 0.340 -0.218
O 2.343 0.057 -0.362
Cl -2.849 0.498 0.191
O 0.056 -1.551 2.313
H -0.212 -0.681 2.687
H 1.002 -1.369 2.051
```

frontier orbital gap (spin up / spin down): 6.376 / 5.639 eV
LUMO energy (spin up / spin down): -0.406 / -0.429 hartree
multiplicity: 3
total charge: +2
relative energy (zero: lowest compared OMol25 entry of this formula, charge and spin): 0.000 eV

---

# 2
C6H14CsFO3 | ωB97M-V with the def2-TZVPD basis set

XYZ file:
```
25
Properties=species:S:1:pos:R:3
F 0.667 -2.084 -1.626
C -1.112 0.661 -3.991
O -0.166 -0.194 -3.382
C -0.329 -1.556 -3.709
C 0.758 -2.333 -3.021
O 2.162 1.288 2.130
C 2.022 0.950 3.455
C 0.600 1.181 3.958
O -0.283 0.511 3.068
C -1.646 0.674 3.369
Cs 0.824 0.699 -0.142
H -0.907 1.681 -3.646
H -1.022 0.623 -5.087
H -2.136 0.373 -3.703
H -0.238 -1.710 -4.798
H -1.324 -1.906 -3.385
H 0.640 -3.413 -3.156
H 1.753 -2.035 -3.376
H 2.689 1.525 4.139
H 2.261 -0.125 3.644
H 0.361 2.261 3.951
H 0.461 0.797 4.985
H -2.225 0.140 2.605
H -1.883 0.250 4.358
H -1.927 1.741 3.361
```

frontier orbital gap: 6.109 eV
LUMO energy: -0.007 hartree

---

# 3
C6H14FN | ωB97M-V with the def2-TZVPD basis set

XYZ file:
```
22
Properties=species:S:1:pos:R:3
C 2.540 1.293 -0.606
C -2.377 -0.890 1.024
C -1.818 0.301 -1.344
C 1.091 -1.557 0.402
C 1.552 0.778 0.345
C -1.871 0.183 0.117
N 0.746 -0.262 -0.169
F -1.709 1.432 0.751
H 3.027 2.165 -0.291
H 3.248 0.593 -0.778
H 2.068 1.466 -1.569
H -1.706 -1.249 1.741
H -2.888 -1.693 0.337
H -3.129 -0.364 1.608
H -2.661 1.070 -1.679
H -1.921 -0.596 -1.896
H -0.904 0.859 -1.570
H 0.947 -1.663 1.428
H 0.750 -2.376 -0.238
H 2.223 -1.824 0.401
H 1.881 0.667 1.378
H 0.911 1.669 0.607
```

frontier orbital gap (spin up / spin down): 7.079 / 9.830 eV
LUMO energy (spin up / spin down): 0.005 / 0.036 hartree
relative energy (zero: lowest compared OMol25 entry of this formula, charge and spin): 2.236 eV

---

# 4
C6H14IN4 | ωB97M-V with the def2-TZVPD basis set

XYZ file:
```
25
Properties=species:S:1:pos:R:3
C 2.134 1.790 0.263
C 1.719 0.403 0.594
N 1.705 -0.505 -0.580
C 0.319 -0.972 -0.780
C -0.476 -0.046 -1.657
N -1.892 -0.343 -1.570
C -2.359 0.030 -0.258
N -1.668 -0.701 0.834
C -0.243 -1.009 0.632
N 0.467 0.530 1.211
I 0.460 0.637 3.366
H 2.574 2.346 1.141
H 1.214 2.251 -0.258
H 2.847 1.838 -0.643
H 2.328 -0.040 1.374
H 2.421 -1.228 -0.359
H 0.320 -2.026 -1.149
H -0.308 1.051 -1.444
H -0.234 -0.215 -2.650
H -2.093 -1.329 -1.943
H -2.065 1.077 -0.107
H -3.410 -0.091 0.051
H -1.620 -0.053 1.716
H -2.134 -1.491 1.024
H -0.005 -1.905 1.192
```

frontier orbital gap: 8.622 eV
LUMO energy: -0.158 hartree
total charge: +1
SMILES: C[C@@H]1N[C@@H]2CNC[NH2+][C@@H]2N1I
relative energy (zero: lowest compared OMol25 entry of this formula, charge and spin): 0.746 eV

---

# 5
C6H14N2 | ωB97M-V with the def2-TZVPD basis set

XYZ file:
```
22
Properties=species:S:1:pos:R:3
C 2.723 -1.417 -0.269
N 2.028 -0.581 0.341
C 0.923 0.149 -0.386
C 1.265 1.644 -0.331
N -0.300 -0.257 0.239
C -0.396 0.063 1.649
C -1.508 0.200 -0.558
C -2.653 -0.786 -0.382
H 2.575 -1.691 -1.323
H 3.527 -1.917 0.259
H 0.884 -0.183 -1.440
H 2.233 1.809 -0.800
H 0.514 2.217 -0.869
H 1.326 1.986 0.698
H -0.633 1.122 1.829
H -1.174 -0.553 2.096
H 0.555 -0.177 2.118
H -1.825 1.203 -0.226
H -1.244 0.269 -1.616
H -3.498 -0.500 -1.006
H -2.989 -0.815 0.652
H -2.333 -1.784 -0.672
```

frontier orbital gap: 9.537 eV
LUMO energy: 0.042 hartree
SMILES: C=N[C@H](C)N(C)CC
relative energy (zero: lowest compared OMol25 entry of this formula, charge and spin): 1.322 eV

---

# 6
C6H14N2 | ωB97M-V with the def2-TZVPD basis set

XYZ file:
```
22
Properties=species:S:1:pos:R:3
C -1.695 0.785 0.389
C -0.780 0.020 -0.522
C -1.270 -0.795 -1.463
N -2.619 -1.014 -1.692
C 0.738 0.193 -0.466
C 1.340 0.403 0.929
C 2.691 1.133 0.861
N 1.500 -0.849 1.688
H -2.473 1.274 -0.200
H -2.212 0.113 1.076
H -1.192 1.527 0.998
H -0.592 -1.343 -2.098
H -2.989 -1.805 -2.190
H -3.290 -0.435 -1.223
H 1.007 1.038 -1.106
H 1.199 -0.698 -0.884
H 0.670 1.023 1.521
H 3.496 0.405 0.938
H 2.826 1.602 -0.120
H 2.854 1.906 1.615
H 0.616 -1.071 2.143
H 1.633 -1.637 1.052
```

frontier orbital gap: 8.526 eV
LUMO energy: 0.034 hartree
SMILES: C/C(=C\N)C[C@H](C)N
relative energy (zero: lowest compared OMol25 entry of this formula, charge and spin): 0.818 eV

---

# 7
C6H14N2 | ωB97M-V with the def2-TZVPD basis set

XYZ file:
```
22
Properties=species:S:1:pos:R:3
H -2.349 -0.562 -1.113
N -1.969 -0.894 -0.247
C -0.843 -0.334 0.041
C -0.014 -0.867 1.187
C 1.180 -1.789 0.816
C 0.496 0.330 1.959
N -0.176 0.691 -0.641
C -1.039 1.834 -1.023
C 0.597 0.198 -1.769
H -0.732 -1.414 1.731
H 0.798 -2.500 0.073
H 1.662 -2.223 1.712
H 1.947 -1.137 0.241
H 1.132 0.965 1.289
H 1.022 0.145 2.861
H -0.310 0.953 2.293
H -0.478 2.764 -1.013
H -1.638 1.652 -1.940
H -1.694 2.000 -0.161
H 1.337 -0.540 -1.478
H -0.064 -0.275 -2.474
H 1.136 1.002 -2.345
```

frontier orbital gap: 9.807 eV
LUMO energy: 0.034 hartree
SMILES: [H]/N=C(/C(C)C)N(C)C
relative energy (zero: lowest compared OMol25 entry of this formula, charge and spin): 1.434 eV

---

# 8
C6H14N2 | ωB97M-V with the def2-TZVPD basis set

XYZ file:
```
22
Properties=species:S:1:pos:R:3
C 1.756 0.761 0.028
C 0.265 0.593 0.109
C -0.576 1.605 0.383
N -0.249 2.936 0.577
C -0.337 -0.774 -0.113
C 0.676 -1.919 -0.002
C -0.999 -0.815 -1.496
N -1.459 -0.920 0.922
H 2.278 0.088 0.726
H 2.118 0.531 -0.973
H 2.067 1.783 0.261
H -1.640 1.417 0.399
H 0.717 3.120 0.784
H -0.882 3.434 1.184
H 1.121 -1.949 0.991
H 0.168 -2.862 -0.172
H 1.467 -1.829 -0.734
H -0.274 -0.534 -2.252
H -1.369 -1.811 -1.724
H -1.829 -0.117 -1.533
H -1.973 -1.790 0.786
H -1.045 -0.946 1.849
```

frontier orbital gap: 8.533 eV
LUMO energy: 0.036 hartree
SMILES: C/C(=C\N)C(C)(C)N
relative energy (zero: lowest compared OMol25 entry of this formula, charge and spin): 0.507 eV

---

# 9
C6H14N2 | ωB97M-V with the def2-TZVPD basis set

XYZ file:
```
22
Properties=species:S:1:pos:R:3
C 1.451 -1.008 -2.206
C 0.318 -1.006 -1.168
C 0.773 -0.274 0.087
C -0.428 0.016 0.986
C -1.264 1.164 0.370
N -1.176 2.340 1.026
C 0.006 0.155 2.449
N -0.810 -0.289 -1.670
H 1.199 -1.634 -3.058
H 1.622 -0.004 -2.560
H 2.373 -1.410 -1.791
H 0.084 -2.037 -0.858
H 1.520 -0.844 0.639
H 1.356 0.576 -0.257
H -2.287 0.814 0.155
H -1.641 3.050 0.432
H -0.767 1.270 -0.701
H -0.753 0.701 3.003
H 0.166 -0.841 2.879
H 0.945 0.719 2.482
H -1.628 -0.593 -1.134
H -1.061 -0.866 0.895
```

frontier orbital gap: 6.021 eV
LUMO energy: -0.070 hartree
relative energy (zero: lowest compared OMol25 entry of this formula, charge and spin): 5.548 eV

---

# 10
C6H14N2 | ωB97M-V with the def2-TZVPD basis set

XYZ file:
```
22
Properties=species:S:1:pos:R:3
C -2.554 0.222 -0.082
C 2.546 -0.293 -0.305
C -0.139 0.592 1.408
C -1.224 0.097 -0.862
C 1.202 0.392 -0.783
C 0.006 0.112 0.066
N -0.088 -2.641 -0.047
N 0.592 -1.915 0.627
H -2.525 0.977 0.637
H -3.292 0.603 -0.799
H -2.865 -0.615 0.371
H 2.388 -1.366 -0.304
H 3.012 -0.155 0.699
H 3.332 -0.135 -0.949
H 0.759 0.499 1.891
H -0.907 0.292 2.041
H -0.455 1.691 1.335
H -1.032 1.034 -1.546
H -1.310 -0.797 -1.501
H 1.319 1.468 -0.848
H 1.065 -0.066 -1.765
H 0.122 -3.573 0.211
```

frontier orbital gap (spin up / spin down): 8.123 / 8.121 eV
LUMO energy (spin up / spin down): 0.034 / 0.034 hartree
relative energy (zero: lowest compared OMol25 entry of this formula, charge and spin): 4.400 eV

---

| no. | strongest force on any atom (eV/A) |
| --- | --- |
| 1 | 7.240 |
| 2 | 0.749 |
| 3 | 4.168 |
| 4 | 5.915 |
| 5 | 1.979 |
| 6 | 0.809 |
| 7 | 2.324 |
| 8 | 1.537 |
| 9 | 3.615 |
| 10 | 4.758 |